Record 1
This record from OMol25 describes a structure of composition C29H48N8O3P2PtSi. The level of theory is ωB97M-V/def2-TZVPD.

## Properties
- E_HOMO (spin up / spin down) (eV) = -12.76 / -12.76
- total charge = +2
- frontier orbital gap (spin up / spin down) (eV) = 5.72 / 5.72

The geometry in XYZ format:
```
92
Properties=species:S:1:pos:R:3:forces:R:3
Pt -0.363 -0.017 -0.101 0.513 0.321 -0.059
C -4.296 0.045 -4.334 0.000 -0.005 0.036
C -2.926 0.219 -4.456 -0.042 -0.009 0.003
C -2.075 -0.142 -3.420 0.097 -0.022 -0.035
C -2.583 -0.685 -2.248 -0.039 0.068 0.006
C -3.965 -0.841 -2.122 0.043 -0.026 0.064
C -4.812 -0.485 -3.157 0.022 0.027 -0.069
N -1.706 -1.087 -1.195 -0.220 -0.252 0.539
C -1.887 -2.298 -0.595 0.309 -0.001 -0.114
C -2.628 -3.382 -1.139 -0.010 0.069 0.044
C -2.715 -4.565 -0.460 -0.036 0.009 -0.051
C -2.087 -4.786 0.793 0.081 0.085 0.093
C -1.320 -3.801 1.332 -0.148 -0.202 -0.060
C -1.209 -2.578 0.635 0.265 0.415 -0.002
N -0.408 -1.556 1.072 0.055 -0.224 0.095
N 0.306 -1.588 2.123 0.007 0.303 -0.240
C 1.152 -0.465 2.243 -0.346 -0.472 -0.258
C 2.024 -0.372 3.310 0.063 0.104 -0.020
C 2.893 0.710 3.351 -0.047 -0.049 -0.044
C 2.881 1.641 2.320 0.009 -0.006 -0.021
C 1.979 1.481 1.282 0.054 0.021 -0.001
N 1.125 0.463 1.257 -0.289 0.110 0.185
H -4.957 0.317 -5.145 -0.001 0.002 0.003
H -2.511 0.627 -5.369 -0.004 -0.006 -0.006
H -1.007 -0.032 -3.537 -0.050 -0.007 0.039
H -4.385 -1.235 -1.204 0.038 0.000 -0.081
H -5.879 -0.616 -3.039 0.000 0.000 -0.015
H -3.112 -3.275 -2.098 -0.030 0.038 -0.010
H -3.280 -5.373 -0.906 -0.002 0.003 0.008
H -2.203 -5.734 1.297 0.003 -0.001 -0.017
H -0.794 -3.929 2.267 0.015 0.029 -0.006
H 2.017 -1.142 4.067 -0.008 0.013 -0.001
H 3.584 0.816 4.176 0.001 0.007 -0.004
H 3.555 2.485 2.315 -0.001 -0.013 0.022
H 1.928 2.162 0.444 -0.048 0.036 0.035
C 0.644 -2.744 -3.010 -0.039 0.031 -0.010
N 0.887 -1.406 -3.556 0.218 -0.047 -0.081
C 0.823 -1.342 -5.019 -0.066 0.005 0.008
P 1.814 -0.340 -2.736 -0.184 0.140 0.013
O 1.644 -0.487 -1.261 -0.213 -0.302 -0.006
O 1.233 1.096 -3.246 0.123 -0.039 0.097
P 0.514 2.248 -2.385 -0.238 0.047 -0.072
O -0.334 1.683 -1.266 0.064 -0.050 -0.065
N 1.742 3.202 -1.910 0.060 -0.165 0.011
C 3.173 2.976 -2.108 -0.044 0.046 -0.015
C 1.398 4.407 -1.152 -0.011 0.102 -0.078
N -0.474 3.069 -3.360 0.158 0.085 0.030
C -1.915 3.239 -3.164 -0.010 -0.041 0.009
C 0.097 3.875 -4.442 -0.016 0.024 -0.024
N 3.389 -0.256 -3.153 -0.007 0.003 0.006
C 3.830 0.197 -4.475 -0.023 -0.017 -0.005
C 4.305 -1.221 -2.527 0.014 0.021 0.009
H 1.345 -3.474 -3.422 -0.005 0.000 0.006
H -0.371 -3.049 -3.272 -0.002 0.004 0.003
H 0.735 -2.735 -1.926 0.012 0.011 -0.006
H 1.597 -1.955 -5.487 -0.006 -0.001 0.006
H 0.921 -0.315 -5.367 0.019 0.001 0.020
H -0.153 -1.708 -5.340 -0.001 -0.016 0.002
H 3.345 2.289 -2.929 -0.001 -0.022 0.030
H 3.650 2.573 -1.211 0.008 0.023 -0.001
H 3.639 3.929 -2.357 0.021 -0.001 0.022
H 0.317 4.548 -1.117 0.003 -0.039 0.009
H 1.839 5.282 -1.632 -0.001 0.004 0.001
H 1.771 4.356 -0.127 0.001 -0.030 -0.013
H -2.274 2.579 -2.381 0.020 0.003 0.005
H -2.445 3.001 -4.085 0.016 0.010 -0.002
H -2.125 4.276 -2.894 -0.018 -0.002 0.001
H 1.181 3.778 -4.473 -0.008 -0.031 0.013
H -0.147 4.929 -4.297 -0.017 0.000 -0.009
H -0.304 3.548 -5.403 -0.015 0.015 0.006
H 3.109 0.886 -4.912 -0.008 0.007 0.015
H 3.972 -0.643 -5.158 -0.001 0.006 -0.004
H 4.782 0.719 -4.370 0.000 -0.009 0.001
H 3.932 -1.519 -1.550 -0.011 0.014 -0.011
H 5.277 -0.745 -2.393 0.001 -0.001 -0.015
H 4.435 -2.108 -3.152 0.002 -0.001 0.009
C -3.742 1.614 3.111 0.006 -0.029 0.050
Si -3.507 0.698 1.501 -0.003 -0.094 0.011
C -3.929 -1.109 1.710 -0.071 -0.029 -0.026
C -4.485 1.539 0.161 0.040 0.083 -0.088
C -1.647 0.979 1.203 0.004 -0.123 -0.202
H -4.800 1.622 3.383 0.005 0.004 -0.014
H -3.418 2.654 3.033 -0.001 -0.007 0.005
H -3.196 1.148 3.935 -0.004 0.002 -0.011
H -4.877 -1.196 2.247 -0.007 0.018 -0.009
H -3.177 -1.641 2.297 -0.049 0.019 0.012
H -4.051 -1.628 0.756 0.039 -0.012 0.160
H -5.549 1.307 0.250 0.006 -0.008 -0.010
H -4.163 1.255 -0.842 -0.035 0.027 0.038
H -4.382 2.623 0.251 -0.005 -0.006 0.028
H -1.119 0.897 2.153 -0.073 0.008 0.082
H -1.519 2.004 0.842 0.096 -0.005 0.000
```
Positions in Å, forces in eV/Å.

Löwdin population analysis, charges in e, atoms 1 to 4: Pt 1.442; C -0.055; C -0.076; C -0.047

***

Record 2
This record from OMol25 describes a structure of composition C29H48NP3RuS2 in a non-equilibrium geometry. The level of theory is ωB97M-V/def2-TZVPD.

## Properties
- ⟨S²⟩ = 8.791
- relative energy (zero: lowest compared OMol25 entry of this formula, charge and spin) (kJ/mol) = 149.6
- E_HOMO (spin up / spin down) (eV) = -12.80 / -16.50
- total charge = +3
- frontier orbital gap (spin up / spin down) (eV) = 4.20 / 5.29
- spin multiplicity = 6

The geometry in XYZ format:
```
84
Properties=species:S:1:pos:R:3:forces:R:3
Ru 0.051 0.274 -0.451 0.929 -0.970 -1.824
P -0.692 2.225 0.682 -0.479 1.205 0.516
P -2.183 -0.243 -0.914 -1.818 -0.133 0.237
P 2.193 1.344 -0.589 1.117 0.700 -0.052
H 0.835 -1.382 -6.855 0.843 0.187 0.587
C 1.814 -1.452 -6.337 -1.216 4.771 -5.004
C 1.985 -2.414 -5.406 0.998 -4.746 4.051
H 1.293 -3.293 -5.511 1.235 0.431 0.084
C -1.051 3.669 -0.381 -0.045 0.108 0.025
C -2.226 2.081 1.666 -0.328 -0.392 -0.184
C 0.356 2.881 2.033 0.338 0.075 -0.187
C -2.683 -1.623 -2.019 0.464 -0.024 -0.254
C -3.273 -0.661 0.517 0.203 -0.256 0.525
C -3.059 1.217 -1.606 0.005 -0.336 -0.241
C 3.411 0.630 -1.740 0.117 -0.176 -0.439
C 3.096 1.343 1.001 -0.026 -0.220 0.361
C 2.149 3.091 -1.072 0.195 0.365 -0.409
H 2.587 -0.841 -6.827 -0.060 -0.741 0.281
H 2.910 -2.546 -4.804 -0.982 0.188 -0.310
H -1.550 4.431 0.233 0.115 -0.180 -0.123
H -1.712 3.399 -1.211 0.223 0.080 0.235
H -0.135 4.101 -0.784 -0.237 -0.058 0.033
H -2.559 3.071 2.002 0.263 -0.108 -0.128
H -2.045 1.462 2.553 -0.030 0.174 -0.282
H -3.028 1.628 1.080 0.147 0.285 0.351
H -0.079 3.820 2.401 -0.030 -0.198 -0.157
H 1.381 3.083 1.710 -0.290 0.041 0.180
H 0.376 2.161 2.861 0.017 0.170 -0.242
H -3.683 -1.986 -1.728 0.401 0.314 -0.162
H -1.963 -2.445 -1.908 -0.238 0.128 -0.049
H -2.692 -1.306 -3.070 -0.005 -0.099 0.294
H -4.187 -0.047 0.507 0.259 -0.251 -0.098
H -2.757 -0.525 1.474 -0.342 0.026 -0.322
H -3.558 -1.719 0.462 0.067 0.254 -0.029
H -3.976 0.822 -2.056 0.045 0.252 -0.001
H -2.456 1.732 -2.364 -0.217 -0.267 0.086
H -3.336 1.936 -0.830 0.033 -0.197 -0.204
H 4.303 1.266 -1.861 -0.347 -0.163 0.254
H 2.970 0.465 -2.735 0.183 0.206 0.328
H 3.718 -0.355 -1.369 0.000 0.169 -0.040
H 3.693 2.255 1.138 -0.117 -0.198 -0.179
H 3.771 0.481 1.050 -0.084 0.126 -0.088
H 2.388 1.260 1.830 0.211 0.010 -0.118
H 3.156 3.410 -1.375 -0.232 -0.087 0.157
H 1.811 3.748 -0.262 0.134 -0.244 -0.230
H 1.484 3.213 -1.936 0.161 0.034 0.173
C 0.234 -0.694 -3.849 1.195 -0.127 -0.300
C 0.405 0.616 -4.365 -0.728 0.539 -0.076
C -0.552 1.053 -5.286 0.411 0.172 0.021
C -1.284 0.101 -6.021 -0.650 0.577 0.412
C -1.315 -1.258 -5.617 0.904 -0.587 0.354
C -0.487 -1.671 -4.568 -1.117 0.004 -0.875
S 0.883 -1.134 -2.338 -0.263 -0.570 0.754
H -0.438 0.507 -1.982 -0.380 1.147 0.685
H 1.219 1.252 -3.982 -0.840 -0.089 0.020
H -0.734 2.131 -5.413 0.524 -0.586 -0.555
H -1.806 0.451 -6.928 0.017 -0.352 0.691
H -1.916 -1.994 -6.154 0.276 0.240 0.026
H -0.284 -2.717 -4.322 -0.847 0.322 0.160
N 0.557 -0.822 1.160 -0.337 -0.550 1.262
S -0.408 -1.252 2.421 -0.022 -0.370 1.257
C -0.124 -0.152 3.849 0.351 0.241 0.278
C 1.174 0.159 4.262 0.096 -0.110 0.002
C 1.376 1.020 5.347 0.126 -0.293 -0.302
C 0.278 1.562 6.023 -0.094 -0.058 -0.249
C -1.026 1.222 5.641 0.234 -0.129 -0.083
C -1.219 0.354 4.569 -0.125 -0.434 -0.554
C 0.158 -2.816 3.122 -0.105 -0.691 -0.112
C -0.798 -3.531 3.871 0.369 0.497 -0.043
C -0.421 -4.700 4.533 0.263 0.213 -0.402
C 0.878 -5.202 4.360 -0.046 0.523 -0.171
C 1.834 -4.469 3.638 -0.282 0.076 -0.227
C 1.465 -3.290 2.975 -0.226 0.138 0.490
H 1.505 -1.182 1.242 -0.028 0.029 0.062
H 2.034 -0.299 3.763 -0.235 0.209 0.148
H 2.412 1.229 5.646 -0.642 0.024 -0.010
H 0.441 2.247 6.846 -0.025 -0.074 0.008
H -1.909 1.606 6.161 0.480 -0.098 -0.077
H -2.233 0.046 4.308 0.204 0.131 0.004
H -1.814 -3.149 3.959 0.184 -0.095 0.052
H -1.150 -5.188 5.181 0.252 -0.090 -0.342
H 1.142 -6.171 4.768 0.067 0.201 0.210
H 2.878 -4.793 3.583 -0.531 -0.065 -0.066
H 2.198 -2.735 2.394 -0.006 -0.170 0.148
```
Positions in Å, forces in eV/Å.

Löwdin population analysis, charges in e, atoms 1 to 4: Ru 0.473; P 0.759; P 0.720; P 0.716